(1)
Computed, not measured: C49H42KP2Sb as an isolated structure, with ωB97M-V/def2-TZVPD.

Each line ends with the Mulliken charge.
Geometry (Å):
K (0.33343, -0.37520, 0.03136)  2.179
C (1.05593, -6.88220, 0.71206)  -0.443
C (1.82263, -5.72800, 0.68586)  -0.661
C (1.46563, -4.67820, -0.13904)  -0.014
C (0.33663, -4.77620, -0.94394)  -0.008
C (-0.43617, -5.93190, -0.90454)  -0.200
C (-0.07657, -6.98170, -0.07934)  -0.630
P (-0.21107, -3.40430, -2.03504)  -0.448
C (-1.14007, -2.47560, -0.76494)  -0.501
C (-1.27527, -2.84380, 0.57516)  0.345
C (-2.13527, -2.16250, 1.41856)  -0.780
C (-2.88387, -1.09680, 0.94316)  -0.732
C (-2.76127, -0.71980, -0.38634)  -0.189
C (-1.90367, -1.40360, -1.22684)  -0.203
C (1.40423, -2.57450, -2.32624)  0.744
C (2.07933, -3.20770, -3.37284)  -0.529
C (3.36113, -2.81800, -3.69164)  -0.654
C (3.94083, -1.78650, -2.96974)  -0.606
C (3.22653, -1.16100, -1.96154)  -0.660
C (1.91553, -1.50570, -1.57454)  -0.774
H (1.33563, -7.70050, 1.35976)  0.387
H (2.69643, -5.64560, 1.31696)  0.422
H (2.06013, -3.77320, -0.16794)  0.401
H (-1.32347, -6.00150, -1.52174)  0.370
H (-0.68227, -7.87610, -0.04724)  0.390
H (-0.73937, -3.70090, 0.95826)  0.297
H (-2.24317, -2.48570, 2.44536)  0.448
H (-3.58217, -0.58640, 1.59306)  0.468
H (-3.37387, 0.08660, -0.77094)  0.422
H (-1.84897, -1.15230, -2.27854)  0.270
H (1.59233, -4.01300, -3.92154)  0.342
H (3.90543, -3.31450, -4.48324)  0.387
H (4.95593, -1.47780, -3.20104)  0.383
H (3.73123, -0.36370, -1.42054)  0.358
C (-4.18367, 6.09160, -2.05644)  -0.490
C (-3.36217, 6.00700, -0.94484)  -0.590
C (-2.45917, 4.96550, -0.83074)  -0.615
C (-2.35387, 4.00220, -1.82454)  0.228
C (-3.16357, 4.10860, -2.94474)  0.038
C (-4.07437, 5.14560, -3.06054)  -0.717
Sb (-0.99057, 2.35110, -1.49094)  0.972
C (0.73903, 3.58910, -1.78454)  0.167
C (1.84993, 3.41820, -0.97534)  -0.528
C (2.96133, 4.22980, -1.12194)  -0.572
C (2.96503, 5.22590, -2.08354)  -0.493
C (1.85633, 5.40610, -2.89444)  -0.706
C (0.74843, 4.59150, -2.74214)  -0.089
C (-1.15447, 1.52430, -3.45694)  0.910
C (-2.35137, 0.92190, -3.81834)  -0.732
C (-2.48757, 0.29920, -5.04514)  -0.634
C (-1.42277, 0.28520, -5.93034)  -0.582
C (-0.22757, 0.89040, -5.57984)  -0.650
C (-0.09007, 1.49370, -4.34114)  -0.616
H (-4.90457, 6.89210, -2.13894)  0.379
H (-3.43267, 6.75070, -0.16404)  0.393
H (-1.82147, 4.90090, 0.04386)  0.355
H (-3.08677, 3.37620, -3.73754)  0.336
H (-4.70477, 5.21290, -3.93574)  0.410
H (1.85383, 2.63660, -0.21854)  0.220
H (3.82333, 4.08680, -0.48444)  0.410
H (3.82953, 5.86300, -2.19814)  0.369
H (1.85613, 6.18430, -3.64474)  0.383
H (-0.11977, 4.73530, -3.37404)  0.449
H (-3.18987, 0.93840, -3.13154)  0.438
H (-3.42187, -0.17830, -5.30814)  0.438
H (-1.52637, -0.19870, -6.88954)  0.404
H (0.60163, 0.88770, -6.27294)  0.410
H (0.85643, 1.93770, -4.05984)  0.432
C (0.59393, 1.76710, 3.18616)  -1.556
P (0.50373, -0.07170, 3.05646)  0.369
C (-0.85887, -0.43000, 4.20016)  0.307
C (-0.87547, -1.65070, 4.87486)  -0.646
C (-1.94947, -1.98750, 5.67476)  -0.619
C (-3.03267, -1.12790, 5.78166)  -0.469
C (-3.03617, 0.07060, 5.08666)  -0.587
C (-1.95617, 0.41950, 4.29796)  -0.491
C (1.95663, -0.42760, 4.10456)  0.249
C (1.99693, -0.06140, 5.44756)  -0.318
C (3.16133, -0.22540, 6.17286)  -0.776
C (4.29093, -0.75350, 5.56786)  -0.492
C (4.24923, -1.13810, 4.23836)  -0.537
C (3.08483, -0.97730, 3.50736)  -0.414
H (-0.19417, 2.22900, 2.59336)  0.358
H (1.56033, 2.06100, 2.77666)  0.454
H (0.52073, 2.08810, 4.22616)  0.463
H (-0.03757, -2.32760, 4.75866)  0.455
H (-1.95047, -2.92390, 6.21316)  0.404
H (-3.87597, -1.39670, 6.39956)  0.394
H (-3.88327, 0.73730, 5.16606)  0.429
H (-1.96997, 1.35550, 3.75606)  0.271
H (1.11633, 0.34800, 5.92546)  0.366
H (3.19733, 0.06780, 7.21216)  0.397
H (5.20483, -0.86470, 6.13246)  0.384
H (5.12633, -1.55750, 3.76806)  0.437
H (3.04323, -1.27690, 2.46536)  0.457

The value obtained for the HOMO energy is -6.4412 eV. The spin multiplicity is 1. The gap between HOMO and LUMO is 6.570 eV. For the LUMO energy, the calculation gives 0.128 eV. Its electronic energy is -3415.2120 Eh.

(2)
Computed, not measured: CH4BrOV as an isolated structure, with ωB97M-V/def2-TZVPD.

Each line ends with the Mulliken charge.
Geometry (Å):
V (-17.97496, -9.19755, 4.33606)  1.313
Br (-17.35322, -10.96417, 2.31099)  -0.274
C (-16.24040, -11.71477, -1.28104)  -0.411
O (-15.97782, -10.41469, -0.68345)  0.110
H (-15.68323, -12.46210, -0.71611)  0.376
H (-17.30369, -11.94575, -1.21649)  0.350
H (-15.89112, -11.77855, -2.31159)  0.295
H (-16.44426, -10.39033, 0.15526)  0.241

The value obtained for the HOMO energy (alpha / beta) is -18.4388 / -18.5399 eV. As for the expectation value of S²: 6.024. The spin multiplicity is 5. Its net charge is +2. The gap between HOMO and LUMO (alpha / beta) is 7.003 / 5.760 eV. For the LUMO energy (alpha / beta), the calculation gives -11.436 / -12.779 eV. Its electronic energy is -3632.8849 Eh.

(3)
Computed, not measured: C6H9NO as an isolated structure, with ωB97M-V/def2-TZVPD.

Each line ends with the Mulliken charge.
Geometry (Å):
C (1.95540, 0.64128, 0.04167)  -0.532
C (0.38714, -0.68681, 0.00037)  -0.221
C (-1.08370, -0.93996, -0.36799)  -0.145
C (-1.77090, -0.12314, 0.75823)  -0.653
C (-1.13077, 0.96991, -0.14676)  -0.124
C (0.40127, 0.72159, -0.25371)  -0.029
H (2.02218, 0.73414, 1.14619)  0.260
H (2.71485, 1.11041, -0.53512)  0.338
H (2.31294, -1.48110, -0.06533)  0.263
H (0.44437, -0.83612, 1.12907)  0.255
H (-1.31037, -1.95743, -0.62348)  0.540
H (-2.78695, -0.17163, 0.58467)  0.305
H (-1.38475, -0.21455, 1.79116)  0.278
H (-1.63833, 1.98544, -0.30626)  0.343
H (0.56491, 0.90662, -1.30386)  0.212
N (1.76462, -0.72420, -0.55428)  -0.621
O (-1.46193, 0.06555, -1.29459)  -0.469

The value obtained for the HOMO energy is -9.2824 eV. Its relative energy (zero: lowest compared OMol25 entry of this formula, charge and spin) is 129.4 kcal/mol. The spin multiplicity is 1. The gap between HOMO and LUMO is 10.292 eV. For the LUMO energy, the calculation gives 1.010 eV. Its electronic energy is -363.8180 Eh.

(4)
Computed, not measured: one molecule with the formula C23H33N3O2, with ωB97M-V/def2-TZVPD.

Each line ends with the Mulliken charge.
Geometry (Å):
C (-1.32620, -0.25828, -3.21232)  -0.925
C (-0.01207, 0.21789, -2.61098)  -0.426
H (0.83323, -0.24751, -3.12887)  0.330
H (0.07536, 1.30588, -2.65984)  0.406
O (0.07081, -0.09549, -1.21973)  -0.079
C (0.40396, -1.34959, -0.90046)  -0.675
O (0.67816, -2.18910, -1.71980)  -0.586
C (0.40559, -1.62722, 0.59817)  2.705
C (-0.64552, -2.72862, 0.83278)  -1.612
C (-2.05852, -2.20282, 0.61404)  -0.463
N (-2.32371, -1.12935, 1.55604)  -0.065
C (-1.43075, -0.01021, 1.31719)  0.004
C (0.03223, -0.42427, 1.46624)  -1.250
H (0.65706, 0.43496, 1.22183)  0.317
H (0.20975, -0.70017, 2.50780)  0.402
H (-1.65150, 0.75991, 2.06416)  0.485
H (-1.58559, 0.42117, 0.31568)  0.064
C (-3.72072, -0.72136, 1.56801)  -1.423
C (-4.18558, -0.06196, 0.30650)  0.805
N (-4.35831, -0.71248, -0.81825)  -0.503
C (-4.74706, 0.20424, -1.74011)  -1.085
C (-4.81222, 1.43580, -1.16245)  -0.127
N (-4.44800, 1.26827, 0.14786)  0.308
C (-4.38404, 2.34837, 1.09898)  -0.633
C (-3.24236, 3.31313, 0.78358)  -0.986
H (-3.21814, 4.10917, 1.52314)  0.384
H (-3.37784, 3.75691, -0.19977)  0.349
H (-2.28812, 2.79257, 0.79764)  0.192
H (-5.33791, 2.88768, 1.07653)  0.419
H (-4.25266, 1.93152, 2.09937)  0.268
H (-5.09095, 2.39241, -1.55436)  0.441
H (-4.95643, -0.08478, -2.75051)  0.468
H (-4.31991, -1.62212, 1.72498)  0.454
H (-3.86529, -0.05842, 2.42583)  0.457
H (-2.77865, -3.00218, 0.80215)  0.467
H (-2.18966, -1.87453, -0.42845)  0.263
H (-0.45401, -3.56265, 0.15657)  0.413
H (-0.56073, -3.08226, 1.86171)  0.508
C (1.78962, -2.20109, 0.97109)  -1.863
C (2.94790, -1.20568, 1.03854)  -0.676
H (2.74463, -0.43739, 1.78674)  0.243
H (3.83408, -1.75272, 1.37193)  0.508
C (3.27491, -0.53458, -0.30027)  0.007
C (4.54103, 0.26407, -0.18201)  -0.130
C (4.50251, 1.59910, 0.19900)  -0.218
C (5.67004, 2.32628, 0.34794)  -0.678
C (6.89568, 1.72520, 0.11892)  -0.401
C (6.94585, 0.39448, -0.25976)  -0.653
C (5.77647, -0.32963, -0.40708)  -0.199
H (5.81966, -1.36776, -0.70498)  0.385
H (7.89934, -0.07996, -0.44187)  0.379
H (7.80801, 2.29202, 0.23315)  0.373
H (5.62376, 3.36501, 0.64224)  0.381
H (3.54734, 2.07406, 0.37619)  0.375
H (2.45708, 0.12538, -0.58991)  -0.069
H (3.38672, -1.30393, -1.06688)  0.411
H (2.02951, -2.97710, 0.24066)  0.506
H (1.70175, -2.67984, 1.94940)  0.424
H (-2.16984, 0.13897, -2.65169)  0.052
H (-1.37269, -1.34411, -3.18830)  0.297
H (-1.39702, 0.07472, -4.24392)  0.473

The value obtained for the HOMO energy is -8.4520 eV. Its relative energy (zero: lowest compared OMol25 entry of this formula, charge and spin) is 40.0 kcal/mol. The spin multiplicity is 1. The gap between HOMO and LUMO is 9.125 eV. For the LUMO energy, the calculation gives 0.673 eV. Its electronic energy is -1210.9999 Eh. As for the SMILES: CCOC(=O)C1(CCCc2ccccc2)CCN(Cc2nccn2CC)CC1.

(5)
Computed, not measured: a 2-piece molecular cluster, C6H12N2 overall, with ωB97M-V/def2-TZVPD.

Each line ends with the Mulliken charge.
Geometry (Å):
C (-0.79449, 0.10454, 2.01428)  -1.147
C (-0.34194, -2.38384, -0.49478)  -0.218
C (-0.38184, -0.83144, 0.94036)  0.674
C (0.92008, -0.89857, 0.49833)  -0.518
N (-1.13966, -1.84791, 0.38512)  -0.597
N (0.91291, -1.85860, -0.51899)  -0.175
H (-0.56879, -3.24710, -1.10075)  0.410
H (1.69575, -2.48255, -0.61503)  0.267
H (1.67614, -0.18983, 0.77757)  0.378
H (-1.75888, 0.53148, 1.71347)  0.283
H (-0.09869, 0.86180, 2.35775)  0.310
H (-1.11144, -0.39973, 2.94012)  0.332
C (-0.43757, 3.12429, -1.28803)  -0.853
C (1.07253, 3.00368, -1.28393)  -0.660
H (-0.79089, 3.62097, -0.36270)  0.264
H (-0.83711, 3.77149, -2.06439)  0.313
H (-0.97393, 2.19259, -1.09099)  0.248
H (1.42424, 2.39135, -0.44829)  0.135
H (1.49716, 3.95989, -0.97941)  0.294
H (1.43458, 2.67575, -2.25028)  0.261

The value obtained for the HOMO energy is -8.6476 eV. Its relative energy (zero: lowest compared OMol25 entry of this formula, charge and spin) is 16.7 kcal/mol. The spin multiplicity is 1. The gap between HOMO and LUMO is 9.567 eV. For the LUMO energy, the calculation gives 0.920 eV. Its electronic energy is -345.3013 Eh. As for the SMILES: Cc1c[nH]cn1.CC.

(6)
Computed, not measured: C28H37CdClN4P2 as an isolated structure, with ωB97M-V/def2-TZVPD.

Each line ends with the Mulliken charge.
Geometry (Å):
Cd (-0.30755, -1.53672, 6.89280)  0.669
C (-1.21570, 2.04613, 4.86055)  -0.510
C (-1.45648, 1.03350, 4.02827)  -0.551
C (-0.90695, 0.87015, 2.63638)  -0.486
C (0.37178, 0.01554, 2.49170)  -0.143
C (1.46146, 0.24800, 3.49164)  -0.420
C (1.72673, 1.38692, 4.14190)  -0.273
C (1.09825, 2.72503, 3.88295)  -0.802
C (-0.14691, 3.09431, 4.73211)  -0.780
C (1.81121, -1.74876, 6.86936)  -1.095
H (-1.79928, 2.16224, 5.78481)  0.392
H (-2.14588, 0.22723, 4.32004)  0.456
H (-0.72748, 1.84520, 2.16730)  0.107
H (-1.68090, 0.38111, 2.02132)  0.528
H (0.10465, -1.05382, 2.52794)  0.386
H (0.75196, 0.21529, 1.47643)  -0.180
H (2.09979, -0.62532, 3.64358)  0.512
H (2.51230, 1.41097, 4.90619)  0.346
H (0.87027, 2.85833, 2.81840)  0.357
H (1.86125, 3.47523, 4.14434)  0.410
H (0.19194, 3.33816, 5.75385)  0.399
H (-0.56498, 4.02348, 4.30821)  0.301
H (2.11665, -1.38792, 7.86737)  0.274
H (2.27896, -1.11928, 6.09087)  0.189
H (2.14649, -2.78436, 6.74815)  0.332
P (1.34496, -1.15985, -2.79929)  -0.112
P (-1.63603, -0.66600, -2.45945)  -0.280
N (2.78081, -0.18420, -2.66493)  0.354
N (2.18279, -2.39957, -3.76898)  0.315
N (-1.94709, 1.04580, -2.14740)  0.469
N (-3.31067, -1.01835, -2.81018)  0.381
C (0.52087, -0.22124, -4.18275)  -0.638
C (-0.99028, -0.49995, -4.19569)  -0.980
C (3.17511, 0.44769, -1.47531)  -0.371
C (4.22285, 1.30684, -1.76792)  -0.588
C (4.48704, 1.20886, -3.17701)  -0.663
C (3.58898, 0.29325, -3.70404)  -0.096
C (2.34414, -3.70679, -3.28391)  -0.456
C (2.75237, -4.51981, -4.33277)  -0.589
C (2.86934, -3.69512, -5.49996)  -0.810
C (2.54193, -2.40061, -5.12041)  -0.029
C (-1.77157, 1.64093, -0.89007)  -0.420
C (-1.85746, 3.02038, -1.03691)  -0.321
C (-2.09728, 3.29131, -2.42274)  -1.161
C (-2.17575, 2.06930, -3.07289)  -0.076
C (-4.23558, -0.30169, -3.58275)  -0.094
C (-5.33426, -1.11569, -3.82027)  -0.608
C (-5.07906, -2.38004, -3.18382)  -0.558
C (-3.83907, -2.30058, -2.57448)  -0.400
H (0.96768, -0.49758, -5.14646)  0.439
H (0.71161, 0.85110, -4.01831)  0.456
H (-1.51728, 0.29137, -4.73931)  0.415
H (-1.21041, -1.44777, -4.71034)  0.514
H (2.67250, 0.19798, -0.54847)  0.322
H (4.73001, 1.96010, -1.07223)  0.413
H (5.22515, 1.75733, -3.74328)  0.438
H (3.47190, -0.06606, -4.71604)  0.200
H (2.17299, -3.91554, -2.23427)  0.410
H (2.94871, -5.58025, -4.28275)  0.403
H (3.15314, -4.00381, -6.49609)  0.425
H (2.56902, -1.48599, -5.70564)  0.310
H (-1.64923, 1.01993, -0.01102)  0.182
H (-1.77048, 3.75763, -0.25133)  0.457
H (-2.20758, 4.25684, -2.89295)  0.439
H (-2.42232, 1.85351, -4.10687)  0.405
H (-4.05502, 0.72560, -3.86248)  0.243
H (-6.20477, -0.84359, -4.39675)  0.438
H (-5.72814, -3.24323, -3.20311)  0.406
H (-3.27443, -3.00649, -1.97848)  0.362
Cl (-2.64714, -1.46920, 9.01202)  -0.234
C (-1.66569, -0.39748, 8.11232)  -0.644
H (-2.26948, 0.31692, 7.55001)  0.215
H (-0.98940, 0.11317, 8.80929)  0.297

The value obtained for the HOMO energy is -8.1337 eV. Its relative energy (zero: lowest compared OMol25 entry of this formula, charge and spin) is 0.0 kcal/mol. The spin multiplicity is 1. The gap between HOMO and LUMO is 8.057 eV. For the LUMO energy, the calculation gives -0.076 eV. Its electronic energy is -2618.6415 Eh.